The following is a DFT calculation (ωB97M-V/def2-TZVPD) of a molecular structure, C46H63BF2N5O3SeTb.

Values from the calculation:
**HOMO energy (spin up / spin down)**: -5.81 / -5.83 eV
**Orbital gap (spin up / spin down)**: 5.5 / 5.6 eV
**<S²>**: 12.0563

```
! RIJCOSX wB97M-V def2-TZVPD def2/J DEFGRID3
* xyz 0 7
Tb -7.753 5.345 17.897
C -7.651 1.985 18.938
N -7.825 2.639 17.610
C -6.715 2.130 16.765
C -6.240 3.160 15.770
C -5.133 2.888 14.904
C -4.579 3.894 14.156
C -5.191 5.199 14.238
C -6.305 5.358 15.040
N -6.745 4.397 15.872
C -9.065 2.094 16.987
C -10.330 2.468 17.696
C -11.492 1.714 17.410
C -12.661 2.055 18.037
C -12.726 3.094 18.960
C -11.511 3.789 19.194
N -10.394 3.563 18.476
C -7.968 2.834 20.109
C -8.450 2.166 21.249
C -8.789 2.914 22.417
C -8.729 4.294 22.369
C -7.986 4.982 21.262
N -7.840 4.161 20.023
H -8.317 1.107 19.009
H -6.610 1.574 19.045
H -5.867 1.874 17.400
H -6.969 1.209 16.258
H -4.774 1.840 14.841
H -3.697 3.656 13.548
H -4.771 6.049 13.684
H -6.865 6.297 15.042
H -9.150 2.511 15.952
H -9.068 0.965 16.921
H -11.489 0.955 16.630
H -13.574 1.501 17.814
H -13.675 3.393 19.465
H -11.455 4.630 19.883
H -8.468 1.083 21.244
H -9.126 2.358 23.291
H -8.975 4.822 23.268
H -8.586 5.834 20.963
C -13.958 10.795 17.616
C -12.775 11.445 16.912
C -12.262 12.674 17.683
C -13.177 11.978 15.534
C -11.634 10.399 16.779
C -11.283 9.506 17.800
C -10.203 8.619 17.703
Se -9.661 7.618 19.263
C -8.083 8.647 19.694
C -8.219 9.726 20.571
C -7.105 10.530 20.848
C -5.884 10.243 20.185
C -5.673 9.161 19.349
C -6.784 8.268 19.196
O -6.661 7.049 18.730
C -4.317 8.891 18.731
C -3.517 10.231 18.530
C -4.379 8.161 17.390
C -3.481 8.053 19.709
C -7.186 11.705 21.784
C -6.568 12.964 21.041
C -6.270 11.355 23.001
C -8.602 12.044 22.206
C -9.511 8.510 16.450
O -8.651 7.544 16.290
C -9.924 9.389 15.367
C -10.964 10.260 15.565
C -9.101 9.491 14.106
C -9.427 8.367 13.112
C -7.568 9.461 14.473
C -9.368 10.841 13.394
H -14.794 11.514 17.707
H -14.365 9.932 17.040
H -13.703 10.407 18.614
H -13.052 13.458 17.748
H -12.026 12.367 18.743
H -11.365 13.130 17.222
H -14.020 12.618 15.695
H -12.379 12.561 15.025
H -13.536 11.141 14.863
H -11.777 9.529 18.769
H -9.167 9.949 21.055
H -5.046 10.873 20.429
H -4.109 10.922 17.868
H -3.298 10.745 19.504
H -2.554 9.996 18.089
H -4.920 8.756 16.615
H -3.309 8.019 17.028
H -4.857 7.146 17.474
H -2.910 8.695 20.429
H -4.113 7.371 20.299
H -2.738 7.456 19.183
H -5.451 12.875 21.019
H -6.935 13.039 20.007
H -6.855 13.869 21.618
H -5.305 11.039 22.587
H -6.121 12.295 23.603
H -6.690 10.499 23.558
H -9.250 12.270 21.352
H -9.022 11.231 22.835
H -8.529 12.894 22.912
H -11.270 10.950 14.797
H -9.117 7.384 13.547
H -10.481 8.305 12.816
H -8.789 8.590 12.225
H -7.224 8.474 14.822
H -6.958 9.845 13.617
H -7.398 10.190 15.297
H -10.358 10.836 12.932
H -9.252 11.642 14.111
H -8.630 11.024 12.573
O -9.559 5.201 16.453
H -10.303 5.077 17.117
H -9.504 6.191 16.218
N -5.291 4.546 18.567
H -5.550 3.839 19.246
H -4.867 5.324 19.084
H -4.570 4.155 17.973
F -5.529 4.863 21.827
B -6.666 5.545 21.935
F -6.736 6.750 22.464
*
```